Here is a cluster of 3 separate species, C16H33Cl2N3O5 in total from the Open Molecules 2025 dataset. Energies are from the ωB97M-V functional and the def2-TZVPD basis.

Calculated values
SMILES string = CC(C)[C@@H](C)CON(C(=O)O)[C@H](Cl)[C@H](C)Cl.CNC(C)=O.CNC(C)=O
Charge = 0
Kohn-Sham gap = 9.45 eV

XYZ file:
```
59
C16H33Cl2N3O5, DFT the ωB97M-V functional and the def2-TZVPD basis
C -0.00280 -1.14976 3.17390
C 0.02027 0.30991 2.45278
C 1.56427 0.74408 2.38153
C -0.72445 0.23368 1.03640
C -2.29863 -0.07228 1.34789
C -0.59313 1.54907 0.13391
O 0.15145 1.32023 -1.11628
N 1.44393 0.99095 -0.83562
C 2.32262 2.17908 -0.81846
O 3.52883 2.10646 -0.45830
O 1.86003 3.48252 -1.17377
C 1.98500 -0.04642 -1.74377
Cl 2.13093 0.55031 -3.50490
C 1.26501 -1.46701 -1.64274
C 2.14172 -2.62074 -2.37713
Cl -0.40106 -1.54122 -2.39723
H 0.61750 -1.11530 4.13682
H 0.43400 -1.88013 2.39897
H -1.05104 -1.48256 3.45772
H -0.55524 1.05826 3.10249
H 1.69945 1.88751 2.46080
H 2.14818 0.29545 1.51558
H 2.05729 0.33195 3.34140
H -0.35796 -0.68452 0.45964
H -2.97550 0.80263 1.04575
H -2.59989 -1.02995 0.78145
H -2.48327 -0.25171 2.46428
H -0.17812 2.45229 0.71843
H -1.63847 1.88136 -0.21854
H 2.26064 4.14147 -0.55871
H 3.07576 -0.21698 -1.41442
H 1.27331 -1.76697 -0.52934
H 1.56062 -3.60335 -2.21620
H 3.18593 -2.70040 -1.93220
H 2.16525 -2.46554 -3.51451
C -2.49161 -5.96749 3.59295
C -1.49226 -4.94460 3.12332
O -1.72961 -3.74471 3.14795
N -0.29230 -5.39150 2.66033
C 0.17381 -6.75794 2.55234
H -3.39559 -5.46142 3.93153
H -2.75717 -6.63724 2.77218
H -2.08069 -6.53755 4.42901
H 0.32479 -4.64881 2.36381
H 1.08272 -6.85894 3.14955
H 0.41150 -6.95791 1.50515
H -0.56736 -7.47515 2.89795
C -2.12207 5.75915 -4.70719
C -1.42465 6.69400 -3.75551
O -1.86865 7.80356 -3.49186
N -0.26523 6.27039 -3.18209
C 0.41576 5.00368 -3.36430
H -3.02857 6.23433 -5.08208
H -1.47288 5.53470 -5.55623
H -2.40231 4.83831 -4.19113
H 0.14390 6.94990 -2.55696
H 0.49600 4.51732 -2.39417
H 1.41899 5.20738 -3.74606
H -0.10895 4.34815 -4.05615
```

---

Here is a cluster of 16 separate species, C40H92F12N6O44P6 in total from the Open Molecules 2025 dataset. Energies are from the ωB97M-V functional and the def2-TZVPD basis.

Calculated values
2S+1 = 2
Charge = -1
Kohn-Sham gap (spin up / spin down) = 1.74 / 5.48 eV

XYZ file:
```
200
C40H92F12N6O44P6, DFT the ωB97M-V functional and the def2-TZVPD basis
C 2.66015 3.80303 -0.22133
N 3.03029 5.18206 -0.73187
O 3.04227 5.28236 -1.96047
O 3.31046 6.04362 0.12410
H 3.57414 3.21215 -0.16138
H 1.82350 3.39542 -0.78875
H 2.24135 4.02676 0.75982
C -0.21041 1.78371 -5.78650
N 0.24464 1.42783 -4.38893
O 0.63104 0.26330 -4.21427
O 0.15804 2.25948 -3.50782
H 0.68881 1.69585 -6.39624
H -0.35090 2.86460 -5.78048
H -0.97516 1.09207 -6.13991
C 4.92877 -0.24312 -1.51879
N 5.25044 0.16672 -0.11361
O 4.48776 -0.25922 0.76642
O 6.22853 0.88581 0.12162
H 4.44942 -1.21999 -1.45516
H 5.90335 -0.31572 -2.00152
H 4.36170 0.61761 -1.87331
C -1.77764 -4.94433 1.14746
N -0.66380 -5.31843 2.04629
O -0.28768 -4.56734 2.93103
O -0.15269 -6.41934 1.84495
H -1.45528 -4.07331 0.57693
H -2.68313 -4.67104 1.68922
H -1.98390 -5.76624 0.46188
C -4.01100 3.64201 4.17302
N -3.11648 2.50974 4.25187
O -2.83712 2.07329 5.34848
O -2.73612 1.96013 3.20983
H -3.96049 3.98882 3.14090
H -3.67550 4.46704 4.80140
H -5.04258 3.37174 4.39861
C -0.68711 -0.72010 4.66333
N 0.21807 0.46281 4.96895
O 1.13498 0.68034 4.19133
O -0.00577 1.09359 6.00836
H -0.09311 -1.54571 4.27139
H -1.39084 -0.29588 3.94716
H -1.18939 -0.89419 5.61491
C -0.13473 1.80478 1.02711
O 0.82899 1.42714 0.09314
P 1.00985 -0.17536 -0.25021
O 2.00924 -0.54395 -1.28740
O -0.50176 -0.65493 -0.53351
C -1.22007 0.00089 -1.53955
O 1.29089 -0.81189 1.19313
C 1.85922 -2.06276 1.30931
H -0.83963 2.54124 0.64131
H 0.30276 2.37491 1.84666
H -0.68633 0.92384 1.35541
H -0.56905 -0.08992 -2.40904
H -1.52504 1.04154 -1.42933
H -2.07143 -0.66323 -1.68865
H 1.05543 -2.79695 1.36402
H 2.34865 -2.24960 2.26516
H 2.47575 -2.30059 0.44246
C -0.59788 4.78359 6.09342
O -1.34557 5.91101 5.53614
P -0.50895 7.20410 5.11140
O -0.00860 8.01600 6.24479
O 0.67651 6.57901 4.12568
C 0.50876 5.82092 2.96659
O -1.56525 7.99384 4.16776
C -2.82910 8.41799 4.71694
H -1.23479 4.18882 6.74817
H 0.35678 5.01582 6.56542
H -0.38337 4.02973 5.33595
H 1.22367 6.27697 2.28174
H -0.50181 5.98066 2.59067
H 0.81347 4.77882 3.06292
H -3.05541 9.46000 4.49086
H -2.73631 8.41355 5.80298
H -3.67247 7.76776 4.48449
C -7.57889 -0.69425 -2.77534
O -6.52089 -0.84191 -3.67100
P -6.19242 0.31409 -4.77744
O -6.03116 1.69942 -4.23236
O -4.80068 -0.20403 -5.39712
C -3.62250 -0.23737 -4.66390
O -7.33148 0.10011 -5.96243
C -7.34645 -1.08076 -6.65312
H -8.07081 0.26007 -2.96348
H -7.11393 -0.75475 -1.79135
H -8.24398 -1.54740 -2.90907
H -3.06876 -1.17537 -4.70449
H -3.81544 -0.00518 -3.61654
H -2.99313 0.57721 -5.02231
H -6.54243 -1.30037 -7.35556
H -8.29011 -1.07524 -7.19862
H -7.38281 -1.99928 -6.06738
C 3.66197 -1.96666 -4.26600
O 5.05325 -2.22591 -3.94406
P 6.13761 -2.72662 -5.08003
O 5.97686 -2.16330 -6.42586
O 7.54946 -2.26714 -4.38272
C 7.95297 -0.85216 -4.53465
O 6.11894 -4.33452 -4.86247
C 6.32680 -4.87432 -3.59196
H 3.47863 -0.90958 -4.45853
H 3.19409 -2.25974 -3.32616
H 3.26947 -2.56151 -5.09074
H 8.99788 -0.87223 -4.84426
H 7.77459 -0.25309 -3.64168
H 7.53528 -0.28892 -5.36916
H 6.76775 -5.86948 -3.53451
H 5.34399 -4.99636 -3.13668
H 7.00285 -4.29841 -2.95998
C -1.55138 4.66548 -2.55276
O -2.26744 5.50063 -1.66365
P -1.85360 5.67121 -0.10864
O -2.20206 4.59762 0.81727
O -0.24884 6.12263 -0.17047
C 0.19706 7.18988 -0.95783
O -2.55741 7.09305 0.22384
C -3.98992 7.16328 0.57379
H -1.53181 5.24386 -3.47644
H -2.13861 3.78180 -2.80251
H -0.58519 4.45739 -2.09311
H 0.88198 7.74576 -0.31754
H -0.58437 7.85703 -1.32168
H 0.86592 6.89139 -1.76507
H -4.51522 6.21222 0.66126
H -4.41681 7.84980 -0.15735
H -4.04619 7.52821 1.59934
C 6.26957 -3.91095 7.03619
O 5.08005 -4.33057 7.66655
P 3.60376 -3.82716 7.15055
O 2.49938 -4.50029 7.92445
O 3.65879 -2.21017 7.27819
C 2.64393 -1.33364 6.88203
O 3.58369 -4.12767 5.54618
C 2.32593 -4.27833 4.86792
H 6.48546 -4.28797 6.03652
H 7.00064 -4.22902 7.77948
H 6.37397 -2.82617 7.01484
H 1.97802 -1.79895 6.15530
H 3.10966 -0.42092 6.51037
H 2.01799 -1.07556 7.73625
H 2.41301 -3.74328 3.92227
H 1.48167 -3.87456 5.42676
H 2.05132 -5.29661 4.59262
C 8.74302 -1.70788 0.58104
C 8.34803 -2.97918 -0.05463
O 6.95565 -3.21679 -0.06943
C 6.29571 -3.90821 0.90483
O 6.77113 -4.09070 2.03288
C 4.90131 -4.32511 0.59209
F 4.91602 -5.62040 0.25376
F 3.99147 -4.04191 1.54220
F 4.53587 -3.64865 -0.48456
H 9.79744 -1.44454 0.66438
H 8.41209 -1.74138 1.61905
H 8.17086 -0.85758 0.20992
H 8.82081 -3.83799 0.42186
H 8.77018 -2.89808 -1.05628
C 0.04844 -2.88032 -4.46727
C 0.44220 -3.16852 -3.00404
O 1.11376 -4.41417 -2.94872
C 1.07663 -5.27981 -1.88526
O 0.22524 -5.12477 -0.98855
C 2.05547 -6.52402 -1.88582
F 2.54160 -6.68039 -0.65274
F 1.35373 -7.61207 -2.13206
F 3.10147 -6.41782 -2.71466
H -0.23942 -3.73528 -5.07904
H 0.84750 -2.36569 -5.00090
H -0.79622 -2.19210 -4.49903
H -0.42234 -3.15089 -2.34044
H 1.07410 -2.36456 -2.62659
C -2.73272 -6.25782 -3.63023
C -2.86780 -5.03958 -2.75229
O -4.09931 -4.98166 -2.05509
C -4.44842 -3.74224 -1.45274
O -3.82817 -2.63140 -1.53857
C -5.83833 -3.83543 -0.78604
F -6.71269 -4.48111 -1.54711
F -5.70851 -4.58123 0.25797
F -6.36895 -2.62428 -0.39824
H -3.30375 -6.09505 -4.54429
H -3.27024 -7.11774 -3.23059
H -1.76810 -6.60577 -3.99975
H -2.69815 -4.14496 -3.35144
H -2.01434 -5.12951 -2.08027
C -8.80475 3.55198 1.38150
C -7.46318 3.09600 1.97163
O -6.42670 3.29258 1.00630
C -6.05238 2.23540 0.10098
O -6.72371 1.18269 0.00746
C -4.73566 2.47119 -0.62418
F -4.44456 3.78879 -0.67699
F -3.75657 1.89147 0.07650
F -4.76759 1.91256 -1.80556
H -8.58839 4.49001 0.87025
H -9.60497 3.77474 2.08727
H -9.18482 2.85835 0.63147
H -7.48283 2.06691 2.33035
H -7.23958 3.66875 2.87166
```

---

Among the records above, which one has the lowest charge? C40H92F12N6O44P6

---

What is the charge in the first record? 0

---

What did the first record say?
Here is a cluster of 3 separate species, C16H33Cl2N3O5 in total from the Open Molecules 2025 dataset. Energies are from the ωB97M-V functional and the def2-TZVPD basis.

Calculated values
SMILES string = CC(C)[C@@H](C)CON(C(=O)O)[C@H](Cl)[C@H](C)Cl.CNC(C)=O.CNC(C)=O
Charge = 0
Kohn-Sham gap = 9.45 eV

XYZ file:
```
59
C16H33Cl2N3O5, DFT the ωB97M-V functional and the def2-TZVPD basis
C -0.00280 -1.14976 3.17390
C 0.02027 0.30991 2.45278
C 1.56427 0.74408 2.38153
C -0.72445 0.23368 1.03640
C -2.29863 -0.07228 1.34789
C -0.59313 1.54907 0.13391
O 0.15145 1.32023 -1.11628
N 1.44393 0.99095 -0.83562
C 2.32262 2.17908 -0.81846
O 3.52883 2.10646 -0.45830
O 1.86003 3.48252 -1.17377
C 1.98500 -0.04642 -1.74377
Cl 2.13093 0.55031 -3.50490
C 1.26501 -1.46701 -1.64274
C 2.14172 -2.62074 -2.37713
Cl -0.40106 -1.54122 -2.39723
H 0.61750 -1.11530 4.13682
H 0.43400 -1.88013 2.39897
H -1.05104 -1.48256 3.45772
H -0.55524 1.05826 3.10249
H 1.69945 1.88751 2.46080
H 2.14818 0.29545 1.51558
H 2.05729 0.33195 3.34140
H -0.35796 -0.68452 0.45964
H -2.97550 0.80263 1.04575
H -2.59989 -1.02995 0.78145
H -2.48327 -0.25171 2.46428
H -0.17812 2.45229 0.71843
H -1.63847 1.88136 -0.21854
H 2.26064 4.14147 -0.55871
H 3.07576 -0.21698 -1.41442
H 1.27331 -1.76697 -0.52934
H 1.56062 -3.60335 -2.21620
H 3.18593 -2.70040 -1.93220
H 2.16525 -2.46554 -3.51451
C -2.49161 -5.96749 3.59295
C -1.49226 -4.94460 3.12332
O -1.72961 -3.74471 3.14795
N -0.29230 -5.39150 2.66033
C 0.17381 -6.75794 2.55234
H -3.39559 -5.46142 3.93153
H -2.75717 -6.63724 2.77218
H -2.08069 -6.53755 4.42901
H 0.32479 -4.64881 2.36381
H 1.08272 -6.85894 3.14955
H 0.41150 -6.95791 1.50515
H -0.56736 -7.47515 2.89795
C -2.12207 5.75915 -4.70719
C -1.42465 6.69400 -3.75551
O -1.86865 7.80356 -3.49186
N -0.26523 6.27039 -3.18209
C 0.41576 5.00368 -3.36430
H -3.02857 6.23433 -5.08208
H -1.47288 5.53470 -5.55623
H -2.40231 4.83831 -4.19113
H 0.14390 6.94990 -2.55696
H 0.49600 4.51732 -2.39417
H 1.41899 5.20738 -3.74606
H -0.10895 4.34815 -4.05615
```

---

What is the formula in the second record? C40H92F12N6O44P6